No. 1
A 2-piece molecular cluster, C5H13N2 overall at a distorted geometry. Source: the Open Molecules 2025 dataset; level of theory: ωB97M-V/def2-TZVPD.

```
20
Properties=species:S:1:pos:R:3:lowdin_charge:R:1
N -1.337 -2.491 -0.881 0.12
N 0.154 -0.207 0.124 -0.04
C 0.541 -1.039 1.207 -0.09
C 0.890 1.657 1.432 0.00
C 0.367 1.031 0.108 -0.35
C -0.925 -1.405 -1.519 0.08
C -0.069 1.918 -1.006 -0.02
H 1.506 -1.526 0.911 0.12
H 1.895 1.507 1.640 0.07
H -0.212 -1.797 1.183 0.06
H 0.946 2.131 -1.616 0.16
H -0.771 1.590 -1.764 0.07
H -0.786 -3.374 -0.769 0.17
H 0.661 2.696 1.183 0.08
H -0.046 -1.519 -2.191 0.13
H 0.762 -0.480 2.134 0.08
H 0.361 1.270 2.340 0.10
H -2.127 -2.396 -0.308 0.11
H -0.417 2.862 -0.701 0.06
H -1.392 -0.427 -1.507 0.09
```

Results
* charge: +1
* HOMO: -0.508 Eh
* relative energy (zero: lowest compared OMol25 entry of this formula, charge and spin): 72.67 kcal/mol
* LUMO energy: -3.879 eV

No. 2
A 3-piece molecular cluster, C30H43N4O6 overall at a distorted geometry. Source: the Open Molecules 2025 dataset; level of theory: ωB97M-V/def2-TZVPD.

```
83
Properties=species:S:1:pos:R:3:lowdin_charge:R:1
O -5.552 5.128 0.239 0.09
O 4.561 -3.580 -3.065 0.04
O 0.993 2.352 0.873 -0.13
O -5.891 -0.684 2.629 0.13
O -3.528 5.115 -0.482 0.04
O 6.459 -3.025 -2.234 0.09
N -0.518 -2.751 2.277 0.13
N -4.740 -0.870 0.663 0.03
N -4.470 5.649 0.076 -0.34
N 5.735 -3.797 -2.827 -0.34
C -3.265 -0.432 -1.289 -0.16
C 5.507 -5.963 -3.969 -0.01
C -1.171 -1.547 -0.262 -0.10
C -1.775 -0.295 -0.917 -0.17
C -2.881 8.917 0.902 -0.06
C -5.131 8.904 1.762 -0.06
C -0.457 -1.494 2.016 0.06
C 2.130 -2.473 1.797 -0.08
C -4.279 7.013 0.591 -0.15
C 0.104 -1.282 0.625 -0.29
C -3.913 9.547 1.586 -0.06
C -3.700 0.133 2.786 0.00
C -4.868 -0.487 2.036 -0.49
C 1.689 -2.839 -0.737 -0.14
C 6.308 -5.075 -3.273 -0.15
C 1.100 -2.523 0.662 -0.35
C 8.160 -6.568 -3.383 -0.06
C 7.629 -5.355 -2.977 0.00
C 2.677 -1.366 2.405 0.04
C 0.085 -3.563 1.198 -0.06
C -3.061 7.639 0.399 0.00
C -5.322 7.626 1.261 0.00
C 7.371 -7.476 -4.077 -0.06
C 3.116 -2.316 -0.961 -0.07
C 0.467 1.137 1.347 -0.23
C 0.828 0.034 0.352 -0.08
C -4.217 0.169 -0.247 -0.19
C 6.048 -7.172 -4.372 -0.06
C -0.885 3.649 -0.034 -0.05
C 0.129 3.457 1.110 -0.24
H -0.625 1.214 1.426 0.11
H 0.608 0.423 -0.641 0.13
H -5.934 9.397 2.292 0.11
H -1.626 0.612 -0.336 0.08
H -3.023 0.721 2.168 0.05
H -1.955 -2.017 0.336 0.10
H 5.437 -7.879 -4.916 0.11
H -6.266 7.120 1.393 0.12
H -2.263 7.142 -0.132 0.12
H 0.913 0.907 2.325 0.13
H -3.398 0.130 -2.213 0.11
H -3.768 10.543 1.982 0.11
H -3.736 0.994 0.283 0.10
H -4.121 0.800 3.537 0.09
H -3.545 -1.465 -1.509 0.12
H 8.237 -4.643 -2.438 0.12
H -1.887 3.820 0.346 0.05
H -3.173 -0.649 3.334 0.07
H -5.058 0.594 -0.796 0.12
H 3.352 -0.715 1.848 0.08
H 1.008 -2.459 -1.498 0.11
H 4.480 -5.719 -4.194 0.12
H -0.889 -3.184 3.112 0.19
H 2.476 -1.065 3.430 0.07
H -0.591 -4.040 0.493 0.15
H -0.922 -2.273 -1.036 0.12
H -0.872 2.749 -0.649 0.07
H 2.423 -3.453 2.181 0.12
H -1.230 -0.134 -1.850 0.12
H -1.935 9.421 0.763 0.11
H 1.715 -3.927 -0.834 0.12
H 7.788 -8.424 -4.388 0.11
H 0.600 -4.396 1.680 0.13
H -4.190 -1.714 0.574 0.10
H -0.613 4.515 -0.632 0.08
H 9.190 -6.806 -3.156 0.11
H 3.401 -1.519 -0.277 0.06
H 3.195 -1.927 -1.970 0.07
H 1.906 -0.095 0.381 0.10
H -0.801 -0.740 2.712 0.15
H -0.387 3.377 2.071 0.12
H 3.847 -3.109 -0.859 0.07
H 0.762 4.341 1.172 0.12
```

Results
* charge: +1
* HOMO: -0.418 Eh
* relative energy (zero: lowest compared OMol25 entry of this formula, charge and spin): 0.00 kcal/mol
* LUMO energy: -3.884 eV

No. 3
A 2-piece molecular cluster, C5H14N2P overall at a distorted geometry. Source: the Open Molecules 2025 dataset; level of theory: ωB97M-V/def2-TZVPD.

```
22
Properties=species:S:1:pos:R:3:lowdin_charge:R:1
P -0.871 2.105 -0.882 0.60
N -0.935 0.586 -0.563 -0.30
N 0.176 -2.521 1.289 -0.12
C -0.657 -1.628 1.596 0.20
C 1.198 -2.906 0.377 -0.01
C 0.551 -3.910 1.362 -0.01
C -0.013 2.793 0.486 -0.26
C 0.078 2.629 -2.340 -0.21
H -1.346 -1.668 2.453 0.13
H 0.660 3.657 -2.185 0.11
H 0.081 3.936 0.496 0.08
H 1.180 -4.338 2.213 0.15
H 2.260 -2.578 0.558 0.16
H -2.026 2.758 -0.948 0.01
H -0.541 2.398 1.438 0.08
H 0.750 -2.886 -0.580 0.12
H 0.902 1.972 -2.590 0.04
H 0.992 2.450 0.588 0.03
H -1.241 -0.034 -1.294 -0.02
H -0.182 -4.633 0.970 0.14
H -0.417 2.625 -3.219 -0.01
H -0.597 -0.809 0.774 0.08
```

Results
* charge: +1
* HOMO: -0.446 Eh
* relative energy (zero: lowest compared OMol25 entry of this formula, charge and spin): 52.51 kcal/mol
* LUMO energy: -4.238 eV

No. 4
One molecule with the formula C5H6 at a distorted geometry. Source: the Open Molecules 2025 dataset; level of theory: ωB97M-V/def2-TZVPD.

```
11
Properties=species:S:1:pos:R:3:lowdin_charge:R:1
C 1.852 0.643 0.150 0.01
C 0.586 -0.077 0.425 -0.25
C -0.877 0.292 -0.359 -0.07
C -2.091 -0.069 0.095 -0.03
C 1.710 -0.563 -0.372 -0.02
H -0.615 0.733 -1.233 0.04
H 2.102 -1.342 -1.082 0.12
H 2.494 1.398 0.398 0.06
H -3.083 0.051 -0.296 0.03
H 0.228 -0.386 1.327 0.06
H -2.306 -0.680 0.950 0.04
```

Results
* HOMO: -0.330 Eh
* relative energy (zero: lowest compared OMol25 entry of this formula, charge and spin): 83.21 kcal/mol
* LUMO energy: 1.265 eV
* SMILES string: C=CC1C=C1

| no. | molar mass (g/mol) |
| --- | --- |
| 1 | 101.17 |
| 2 | 555.70 |
| 3 | 133.16 |
| 4 | 66.10 |